A single C7H11OP molecule at a distorted geometry. Source: the OMol25 dataset; level of theory: wB97M-V/def2-TZVPD.

XYZ file:
```
20
Properties=species:S:1:pos:R:3:nbo_charge:R:1
P 1.4222 -0.6558 -0.3400 0.775
O -3.1607 -0.1845 0.5074 -0.532
C 0.0429 1.5234 -1.5334 -0.686
C -0.1363 1.4918 0.9849 -0.703
C -1.1309 -0.9307 -0.5988 -0.344
C 1.3286 -1.2542 1.4045 -0.942
C -2.1859 -0.6536 0.0278 0.593
C 0.0420 -1.7202 -1.0262 -0.708
C 0.1538 0.7428 -0.2664 -0.001
H 0.6772 2.1970 1.1741 0.233
H -0.9217 2.0191 -1.6104 0.228
H 0.2967 -1.4306 1.7041 0.231
H -1.0594 2.0612 0.8773 0.232
H 0.1100 -1.7780 -2.1162 0.232
H 1.8909 -2.1829 1.4736 0.239
H 0.8187 2.2902 -1.5447 0.226
H 1.7956 -0.5259 2.0633 0.233
H -0.2304 0.8415 1.8502 0.233
H 0.0577 -2.7387 -0.6294 0.236
H 0.1889 0.8881 -2.4018 0.224
```

Calculated values
Electronic energy (hartree): -689.80591
HOMO (spin up / spin down) (eV): -8.1 / -8.0
Orbital gap (spin up / spin down) (eV): 7.95 / 7.95
Energy above the lowest of the compared OMol25 structures with the same formula, charge and spin (eV): 2.0865
Net charge: 0

---

A molecular structure, C49H58N3O3S2Sc. Source: the OMol25 dataset; level of theory: wB97M-V/def2-TZVPD.

XYZ file:
```
116
Properties=species:S:1:pos:R:3:nbo_charge:R:1
Sc -0.1068 0.5444 -0.0805 1.764
S -2.5585 1.1889 -0.3525 -0.445
S 0.0369 3.2347 -0.1272 -0.428
O 2.8814 0.7360 -3.3385 -0.735
O 0.3219 -1.4760 0.0360 -0.930
O 2.1117 1.3772 3.6110 -0.719
N 0.3293 0.7514 2.2703 -0.803
N 0.7918 0.5625 -2.3502 -0.795
N 1.9804 0.9980 0.0841 -0.566
C 3.1801 -2.1319 1.2905 -0.587
C -0.3339 1.3628 -4.4034 -0.024
C -2.5276 -1.9825 -1.2676 -0.589
C -1.3554 -0.2275 -5.9333 -0.238
C 0.1803 0.3083 -3.6246 0.250
C -0.2618 -0.5910 4.2513 -0.029
C 2.8944 -3.0354 0.1005 -0.228
C -1.5275 2.8751 3.2294 -0.269
C 2.4926 1.2282 1.2941 0.157
C -2.9925 3.3094 3.2273 -0.597
C 2.1078 0.7482 -2.3665 0.685
C -0.9629 -3.4815 0.0450 -0.001
C 1.3679 -4.9725 0.1096 -0.238
C -0.7521 -1.2567 -5.2338 -0.229
C 0.8097 -2.1822 -3.5429 -0.260
C 1.4717 -3.5847 0.0805 -0.013
C -0.9982 -4.8692 0.0769 -0.237
C -1.6066 3.8131 -0.2635 -0.055
C -1.9718 1.3790 5.1654 -0.221
C 1.7806 -1.8741 4.9341 -0.597
C -1.1079 1.0675 -5.5267 -0.215
C -3.1253 5.7141 -0.4117 -0.251
C -1.3240 1.5619 3.9455 -0.024
C -1.8506 5.1934 -0.2661 -0.271
C 3.8409 1.5003 1.4522 -0.223
C -0.0013 -2.9887 3.5274 -0.600
C -3.9843 3.4841 -0.5637 -0.224
C 0.2843 -2.7978 0.0367 0.315
C -2.7067 2.9446 -0.3941 -0.213
C -0.9590 -0.7508 5.4418 -0.226
C 2.0738 -2.3656 -4.3977 -0.604
C -2.2968 -2.7575 0.0324 -0.233
C 1.5850 1.1329 2.5149 0.674
C 0.0305 -1.0118 -4.1121 -0.034
C 1.1836 3.3067 -3.5812 -0.621
C -0.6437 3.9615 3.8460 -0.593
C -0.4452 0.5695 3.4715 0.261
C 4.6461 1.5413 0.3253 -0.179
C -1.3290 3.3532 -3.2898 -0.590
C 0.0436 -3.5028 -3.4980 -0.591
C 2.7396 1.0372 -1.0117 0.132
C -1.8102 0.2298 5.9130 -0.236
C -4.2051 4.8514 -0.5723 -0.265
C -2.5169 -1.9268 1.3009 -0.577
C 3.2928 -2.3370 -1.1948 -0.596
C 0.7106 -1.6756 3.8574 -0.256
C 0.1537 -5.6361 0.1044 -0.271
C -0.1633 2.8539 -4.1431 -0.216
C 4.0950 1.3074 -0.9245 -0.181
H 1.2118 -1.3372 2.9607 0.235
H -3.3660 3.4707 4.2434 0.176
H -3.0626 -3.5409 0.0543 0.183
H 1.7856 -2.5590 -5.4361 0.188
H -1.2076 4.4052 -3.0185 0.200
H 2.2559 -0.9196 5.1651 0.231
H -2.6186 2.1651 5.5358 0.194
H -3.4368 -1.3829 -1.2105 0.222
H -3.1047 4.2451 2.6794 0.213
H 4.2109 -1.7667 1.2628 0.194
H -0.9335 4.1568 4.8844 0.180
H 2.2865 -5.5508 0.1429 0.187
H 0.7203 -3.7797 3.3064 0.201
H -2.4987 -2.5772 2.1787 0.200
H -1.7488 -1.1683 1.4483 0.209
H 3.0262 -2.6619 2.2297 0.199
H -0.2161 -3.8576 -4.4996 0.179
H -1.7069 -1.3066 -1.5071 0.215
H 5.7055 1.7499 0.4211 0.201
H -1.9818 -0.4309 -6.7944 0.189
H 2.0103 2.7495 -4.0226 0.226
H -0.8113 -1.6558 6.0217 0.190
H -2.2813 3.2286 -3.8120 0.191
H 4.2074 1.6684 2.4543 0.246
H -3.6169 2.5564 2.7445 0.221
H -0.2541 3.3139 -5.1342 0.177
H 2.6916 -1.4694 -4.3683 0.246
H 2.6653 -1.4661 -1.3620 0.225
H 1.3193 4.3698 -3.8036 0.184
H -0.9996 5.8559 -0.1569 0.205
H 0.1073 -6.7182 0.1241 0.190
H 1.0935 -1.9275 -2.5244 0.239
H -2.6217 -2.6715 -2.1101 0.198
H -0.8777 -2.2775 -5.5746 0.193
H 1.2170 3.1927 -2.4986 0.238
H -1.5218 1.8968 -6.0920 0.190
H 1.3536 -2.2848 5.8536 0.182
H -0.6402 -2.8737 2.6521 0.232
H 4.3314 -1.9976 -1.1460 0.195
H 4.6672 1.3138 -1.8406 0.239
H 2.6639 -3.2172 -4.0479 0.186
H -1.9685 -5.3567 0.0801 0.189
H -2.3279 0.1065 6.8580 0.188
H -0.7398 4.8884 3.2747 0.202
H -3.4783 -1.4117 1.2666 0.214
H 0.6669 -4.2681 -3.0289 0.208
H -0.8672 -3.4265 -2.9090 0.216
H 0.4042 3.6551 3.8343 0.228
H -1.3762 2.7733 -2.3719 0.233
H 3.1867 -3.0057 -2.0490 0.203
H -4.8145 2.7967 -0.6790 0.205
H -5.2108 5.2386 -0.6914 0.189
H -3.2758 6.7882 -0.4072 0.189
H 2.5488 -2.5691 4.5841 0.192
H -0.6230 -3.3181 4.3654 0.185
H -1.1955 2.7463 2.2028 0.259
H 3.5401 -3.9147 0.2003 0.178
H 2.5134 -1.2744 1.2629 0.220
```

Calculated values
Electronic energy (hartree): -3849.45631
HOMO (eV): -1.9
Orbital gap (eV): 6.32
Net charge: -2

---

A molecular structure, C3H3IO at a distorted geometry. Source: the OMol25 dataset; level of theory: wB97M-V/def2-TZVPD.

XYZ file:
```
8
Properties=species:S:1:pos:R:3:nbo_charge:R:1
I 2.8232 -0.3387 0.0511 -0.181
O -0.2492 1.5140 1.4977 -0.465
C -0.7289 -0.3530 -1.2083 -0.484
C -0.0352 0.4059 1.1831 0.308
C -0.0305 -0.1259 -0.1696 0.138
H -1.7271 0.1452 -1.1081 0.268
H -0.4346 -0.8370 -2.1803 0.278
H 0.3825 -0.4106 1.9345 0.138
```

Calculated values
Electronic energy (hartree): -488.92057
HOMO (spin up / spin down) (eV): -9.5 / -9.5
Orbital gap (spin up / spin down) (eV): 7.24 / 7.13
Energy above the lowest of the compared OMol25 structures with the same formula, charge and spin (eV): 1.9439
Net charge: 0

---

A molecular structure, C9H14BBr2ClCuNO4 at a distorted geometry. Source: the OMol25 dataset; level of theory: wB97M-V/def2-TZVPD.

XYZ file:
```
33
Properties=species:S:1:pos:R:3:nbo_charge:R:1
Br 1.1183 1.4436 -3.0848 0.062
Br 4.1825 1.7184 -2.1257 0.025
Cu 1.0216 -2.8674 -1.5389 0.900
Cl 1.6779 -1.3411 0.1763 -0.170
O -2.9069 0.2456 -1.1595 -0.374
O -1.4927 0.8391 0.8645 -0.727
O -0.5108 2.6072 -0.2787 -0.696
O -4.0788 -0.7981 0.2609 -0.234
N -3.4617 -0.9570 -0.7197 0.346
C 3.2031 1.8202 0.6128 -0.668
C 2.7414 1.6771 -0.8222 -0.044
C -0.0714 -0.9197 0.6290 -0.136
C 0.4047 1.5620 -0.1575 0.018
C -0.9104 -2.2028 0.4647 -0.463
C -0.2275 -3.5135 0.9868 -0.589
C 1.4862 1.5638 -1.2045 -0.111
C -0.6175 0.3216 -0.1183 0.175
C -1.5110 0.1306 -1.3880 -0.127
B -1.3820 2.3609 0.9167 0.401
H -1.2544 0.9514 -2.0623 0.247
H -1.3024 -0.8021 -1.9470 0.145
H -0.0577 -0.6589 1.6913 0.263
H -1.8331 -2.0748 1.0391 0.272
H 3.0777 2.8723 0.8989 0.246
H 4.2692 1.5943 0.7248 0.233
H -2.4779 2.7252 0.5262 -0.103
H 2.6654 1.1451 1.2819 0.224
H 0.7043 1.6123 0.9056 0.217
H -1.0079 -4.1867 1.3554 0.241
H -1.1798 -2.3731 -0.5929 0.183
H -1.0419 2.8490 1.9662 -0.116
H 0.2629 -4.0266 0.1312 0.128
H 0.5108 -3.3176 1.7677 0.231
```

Calculated values
Electronic energy (hartree): -7980.36904
HOMO (eV): -7.4
Orbital gap (eV): 4.19
Net charge: 0

---

- Which of these has the lowest net charge?
  C49H58N3O3S2Sc

---

- Which of these has the lowest net charge?
  C49H58N3O3S2Sc